(1)
DFT (ωB97M-V/def2-TZVPD) results for 4 unconnected molecules or ions with the total composition C34H44O7 at a distorted geometry.

```
! RIJCOSX wB97M-V def2-TZVPD def2/J DEFGRID3
* xyz 0 1
C 7.812 -1.618 -0.787
C 7.637 -0.639 -2.038
O 8.096 -1.049 -3.147
O 7.056 0.662 -1.993
C 5.688 0.635 -1.499
C 4.617 1.281 -2.551
C 3.407 0.225 -2.650
C 1.962 0.922 -2.953
C 0.887 0.136 -2.072
C 0.894 -1.430 -2.000
C -0.100 -2.291 -1.188
C -1.169 -1.556 -0.338
C -1.195 -0.013 -0.393
C -0.203 0.867 -1.251
C -0.410 2.470 -1.226
O 0.528 3.302 -1.243
C -1.958 2.929 -1.125
C -2.862 2.125 -0.355
C -4.438 2.450 -0.218
C -5.372 1.141 -0.330
C -6.428 1.182 -1.538
C -7.009 -0.238 -1.977
C -6.312 -1.612 -1.780
C -6.939 -2.984 -2.226
C -8.330 -3.030 -2.941
C -9.030 -1.655 -3.163
C -8.403 -0.285 -2.713
C -2.310 0.818 0.428
O -2.701 0.523 1.582
H 8.614 -2.413 -0.973
H 6.809 -2.209 -0.689
H 7.937 -1.072 0.217
H 5.563 1.091 -0.444
H 5.413 -0.484 -1.366
H 5.157 1.460 -3.558
H 4.267 2.275 -2.073
H 3.296 -0.232 -1.592
H 3.604 -0.555 -3.459
H 1.680 0.887 -4.069
H 2.086 2.024 -2.686
H 1.723 -1.946 -2.614
H -0.076 -3.442 -1.177
H -1.966 -2.090 0.298
H -2.307 3.861 -1.677
H -4.660 3.079 0.711
H -4.676 3.137 -1.122
H -5.961 1.088 0.666
H -4.801 0.157 -0.406
H -6.016 1.731 -2.458
H -7.332 1.802 -1.162
H -5.287 -1.677 -1.288
H -6.339 -3.944 -2.038
H -8.761 -4.039 -3.259
H -10.063 -1.697 -3.675
H -8.996 0.667 -2.930
C 0.875 0.955 5.919
C 0.120 0.131 4.910
O 0.438 -1.020 4.668
C -1.043 0.785 4.211
H 1.685 0.356 6.342
H 1.305 1.834 5.434
H 0.205 1.259 6.726
H -0.698 1.654 3.651
H -1.797 1.081 4.943
H -1.491 0.075 3.514
C 4.878 -6.214 -1.323
C 6.072 -5.421 -0.861
O 6.120 -4.212 -0.998
C 7.204 -6.182 -0.224
H 4.142 -5.537 -1.761
H 5.184 -6.938 -2.081
H 4.421 -6.726 -0.473
H 7.613 -6.904 -0.934
H 6.850 -6.692 0.674
H 7.995 -5.483 0.059
C -0.687 5.926 5.369
C -1.011 4.698 4.561
O -0.556 3.608 4.857
C -1.919 4.869 3.372
H -0.024 5.654 6.193
H -0.180 6.662 4.740
H -1.604 6.351 5.783
H -1.467 5.557 2.655
H -2.891 5.246 3.698
H -2.065 3.901 2.885
*
```

Values from the calculation:
* highest occupied orbital energy: -8.76 eV
* M: 564.72 u
* SMILES: CC(=O)OCCCCc1cccc2c1C(=O)C=C(CCCc1ccccc1)C2=O.CC(C)=O.CC(C)=O.CC(C)=O
* LUMO energy: -0.0405 hartree

---

(2)
DFT (ωB97M-V/def2-TZVPD) results for a molecular structure, C14H9BrF6N2O4PdS2 at a distorted geometry.

```
! RIJCOSX wB97M-V def2-TZVPD def2/J DEFGRID3
* xyz 2 1
Pd -0.679 -0.346 -1.171
Br 2.274 -0.308 -2.011
C 2.626 -0.197 -0.226
C 4.022 -0.090 0.125
C 4.410 0.021 1.420
C 3.422 0.019 2.440
C 2.073 -0.094 2.127
C 1.146 -0.082 3.180
C -0.241 -0.169 2.932
C -0.672 -0.239 1.646
C 0.241 -0.268 0.500
C 1.628 -0.205 0.766
H 4.750 -0.091 -0.675
H 5.456 0.111 1.677
H 3.724 0.110 3.477
H 1.506 0.002 4.199
H -0.941 -0.154 3.757
H -1.736 -0.278 1.447
F -4.510 1.256 -0.221
C -4.093 0.312 -1.037
F -5.064 -0.117 -1.808
F -3.600 -0.705 -0.321
S -2.775 1.011 -2.146
O -2.102 -0.165 -2.752
O -3.379 1.980 -2.965
N -1.680 1.481 -1.014
S -0.713 2.842 -1.209
O -1.296 3.750 -2.122
O 0.644 2.405 -1.285
C -0.911 3.533 0.493
F -2.178 3.755 0.766
F -0.422 2.642 1.382
F -0.212 4.645 0.574
C -0.054 -4.872 -2.101
C -0.219 -3.470 -1.760
N -0.394 -2.366 -1.518
H 0.160 -5.445 -1.200
H 0.766 -4.979 -2.810
H -0.976 -5.233 -2.555
*
```

Values from the calculation:
* highest occupied orbital energy (alpha / beta): -16.35 / -16.35 eV
* M: 633.68 u
* energy relative to the best compared isomer or geometry (same formula, charge and spin): 0.0 kcal per mole
* LUMO energy (alpha / beta): -0.4109 / -0.4106 hartree

---

(3)
DFT (ωB97M-V/def2-TZVPD) results for a single C5H12BrClSi molecule at a distorted geometry.

```
! RIJCOSX wB97M-V def2-TZVPD def2/J DEFGRID3
* xyz 0 1
C -0.588 -2.711 -0.560
C -1.904 1.914 0.603
C -0.973 -1.365 0.048
C -0.412 1.750 0.727
C 4.211 0.219 -0.155
Si 0.025 0.184 -0.359
Cl -0.086 0.683 -2.283
Br 2.480 -0.544 0.049
H 0.368 -3.052 -0.191
H -1.397 -3.428 -0.437
H -0.697 -2.626 -1.683
H -2.059 2.045 -0.510
H -2.312 0.903 0.847
H -2.199 2.741 1.143
H -0.986 -1.388 1.136
H -2.027 -1.099 -0.054
H -0.214 1.429 1.776
H 0.082 2.654 0.587
H 4.437 0.524 -1.253
H 4.252 1.167 0.566
*
```

Values from the calculation:
* highest occupied orbital energy: -7.04 eV
* M: 215.59 u
* energy relative to the best compared isomer or geometry (same formula, charge and spin): 77.6 kcal per mole
* LUMO energy: 0.0061 hartree

---

- What is the formula in the second record?
  C14H9BrF6N2O4PdS2

---

- Which of these has the lowest M?
  C5H12BrClSi